1.
Density functional theory data (ωB97M-V with the def2-TZVPD basis set) for one molecule with the formula C9H8N4.

Structure (ORCA input):
```
! RIJCOSX wB97M-V def2-TZVPD def2/J DEFGRID3
* xyz 0 1
N 3.2079 -1.8190 -0.0604
C 2.5119 -0.5991 0.0908
N 3.1376 0.5514 0.1259
C 2.3926 1.6798 0.0815
C 1.0401 1.6931 -0.0135
C 0.3819 0.3798 -0.1517
C -1.0494 0.2359 -0.0125
C -1.4704 -1.1106 -0.0242
C -2.7745 -1.4158 0.1491
N -3.7837 -0.5440 0.0451
C -3.3934 0.7447 -0.1059
C -2.1423 1.2033 0.0723
N 1.1714 -0.6582 -0.2432
H 4.1761 -1.6866 0.0470
H 3.0321 -2.7752 0.0265
H 2.9533 2.6472 0.2719
H 0.5255 2.6349 -0.1113
H -0.6114 -1.6653 -0.0434
H -3.0983 -2.4307 0.4626
H -4.3031 1.4846 -0.2342
H -1.7861 2.2130 -0.0070
*
```

**SMILES**: Nc1nccc(-c2ccncc2)n1
**Energy relative to the best compared isomer or geometry (same formula, charge and spin)**: 46.90 kcal per mole
**Electronic energy**: -15421.7026 eV
**LUMO energy**: -0.505 eV
**HOMO**: -0.3320 Ha

=====

2.
Density functional theory data (ωB97M-V with the def2-TZVPD basis set) for one molecule with the formula C4H9NOS.

Structure (ORCA input):
```
! RIJCOSX wB97M-V def2-TZVPD def2/J DEFGRID3
* xyz 0 1
C -0.2435 -1.0711 -0.5921
C 0.0606 0.2227 0.1595
C 1.4227 0.1733 0.8344
S -1.2472 0.5144 1.4399
C 0.0109 1.3821 -0.8461
N -1.2307 1.7556 -1.2188
O 1.0122 1.8649 -1.3198
H -0.1797 -1.9264 0.0789
H -1.2397 -1.0432 -1.0284
H 0.4829 -1.2028 -1.3919
H 1.5053 -0.7025 1.4752
H 1.5801 1.0680 1.4325
H 2.1982 0.1351 0.0727
H -1.0140 -0.6096 2.1120
H -2.0498 1.4309 -0.7342
H -1.3242 2.5313 -1.8537
*
```

**SMILES**: CC(C)(S)C(N)=O
**Energy relative to the best compared isomer or geometry (same formula, charge and spin)**: 0.00 kcal per mole
**Electronic energy**: -18667.5264 eV
**LUMO energy**: 0.690 eV
**HOMO**: -0.3481 Ha

=====

3.
Density functional theory data (ωB97M-V with the def2-TZVPD basis set) for H20He2O10 as an isolated structure.

Structure (ORCA input):
```
! RIJCOSX wB97M-V def2-TZVPD def2/J DEFGRID3
* xyz 0 1
He -0.5368 0.1068 -0.2175
He -2.9313 0.1185 0.1425
O -1.1344 -1.7319 2.0578
H -1.6130 -0.9894 2.4264
H -0.2510 -1.3961 1.9053
O -2.8829 -3.2436 0.4786
H -2.3020 -2.5663 0.8252
H -3.3662 -3.5591 1.2422
O -1.2734 -1.1581 -3.5139
H -2.1157 -0.8605 -3.1701
H -0.6634 -0.4528 -3.2976
O 0.5884 2.2816 2.6650
H -0.2236 2.6336 2.3004
H 0.6203 1.3778 2.3516
O 0.1160 1.3379 -3.0780
H -0.1312 2.1452 -3.5290
H -0.2342 1.4406 -2.1931
O 1.2102 -0.4332 2.5223
H 2.0949 -0.2759 2.1924
H 1.3014 -0.4086 3.4749
O 1.2312 -3.0650 1.0787
H 1.4801 -2.2477 0.6471
H 0.5786 -3.4546 0.4969
O 3.2399 2.7687 -0.3125
H 2.6535 2.1145 0.0674
H 2.6666 3.4996 -0.5435
O -1.7554 2.8250 -1.2048
H -1.1943 3.3640 -1.7622
H -1.4929 3.0489 -0.3119
O 1.9352 -1.0992 -0.8970
H 2.7625 -0.6689 -1.1132
H 1.6231 -1.4517 -1.7304
*
```

**Electronic energy**: -20957.2994 eV
**LUMO energy**: -0.434 eV
**HOMO**: -0.3895 Ha

=====

4.
Density functional theory data (ωB97M-V with the def2-TZVPD basis set) for a 7-piece molecular cluster, C18H51ClN3O13 overall.

Structure (ORCA input):
```
! RIJCOSX wB97M-V def2-TZVPD def2/J DEFGRID3
* xyz -1 1
Cl 0.2667 0.4453 -1.6000
O -1.0650 0.1408 -2.1181
O 0.6387 1.8530 -1.7206
O 0.2212 0.0249 -0.2434
O 1.1729 -0.3686 -2.4271
O 0.2851 -3.0527 -0.9610
H -0.5963 -3.2497 -1.2782
H 0.5873 -2.3375 -1.5209
O -0.1200 2.0081 2.4212
H -0.1040 1.3742 1.7042
H -1.0296 2.3036 2.4601
O 1.9301 -2.1583 1.3524
H 2.3980 -2.3854 0.5488
H 1.1340 -1.7204 1.0510
C -2.0727 -5.4458 0.2917
O -2.4148 -5.0294 -1.0276
C -3.2048 -3.9127 -1.1478
C -3.3398 -3.5442 -2.6218
N -1.9751 -3.0852 -3.2326
C -2.0292 -2.8505 -4.6861
C -2.6954 -1.4759 -5.1351
O -4.0684 -1.6475 -5.0828
C -4.8898 -0.6849 -5.7985
H -1.4639 -4.8323 0.9560
H -1.4876 -6.3629 0.2230
H -2.9794 -5.7234 0.8292
H -2.7864 -3.0369 -0.6517
H -4.1994 -4.0941 -0.7405
H -4.0579 -2.7307 -2.7248
H -3.7519 -4.4103 -3.1396
H -1.7456 -2.1886 -2.8282
H -2.5424 -3.5580 -5.3374
H -0.9739 -2.8027 -4.9548
H -2.4718 -1.2814 -6.1840
H -2.4673 -0.5656 -4.5807
H -4.7949 -0.7141 -6.8840
H -4.7148 0.3735 -5.6050
H -5.9261 -0.7494 -5.4670
C -2.6818 2.6491 0.3172
O -2.8940 2.7095 1.7531
C -3.8968 3.5969 2.2026
C -4.2952 3.4271 3.6472
N -4.9114 2.1499 4.0772
C -3.9917 1.0262 4.1660
C -2.9851 1.1324 5.4287
O -3.7746 1.1721 6.6274
C -3.1125 0.5430 7.7595
H -2.3094 3.6340 0.0355
H -3.5311 2.4523 -0.3371
H -1.8982 1.9095 0.1525
H -4.7956 3.2948 1.6650
H -3.6786 4.6069 1.8557
H -5.0507 4.1835 3.8597
H -3.4602 3.6564 4.3093
H -5.2140 2.2152 5.0386
H -3.4647 0.7790 3.2445
H -4.4937 0.0599 4.2151
H -2.3420 2.0075 5.5212
H -2.2780 0.3041 5.4735
H -2.5436 1.3715 8.1813
H -2.4740 -0.3039 7.5083
H -3.7296 0.4571 8.6539
C 3.7800 1.9932 -3.2279
O 5.0660 1.7672 -2.7030
C 5.4593 0.3412 -2.9837
C 6.7738 -0.0177 -2.2078
N 6.6133 0.5201 -0.8336
C 7.8905 0.7028 -0.2469
C 7.7787 1.0449 1.2804
O 6.7180 2.0814 1.3894
C 6.6449 2.5479 2.7386
H 3.5172 3.0083 -2.9304
H 3.1289 1.2268 -2.8074
H 3.7572 1.9067 -4.3143
H 5.6462 0.2018 -4.0484
H 4.6505 -0.2815 -2.6013
H 7.6120 0.3792 -2.7804
H 7.0678 -1.0594 -2.0788
H 6.1119 1.3947 -0.8954
H 8.3724 1.5800 -0.6786
H 8.5017 -0.1842 -0.4136
H 8.7678 1.3069 1.6561
H 7.6447 0.0869 1.7829
H 6.6659 1.6804 3.3982
H 5.6324 2.8865 2.9584
H 7.3390 3.3271 3.0535
*
```

**Energy relative to the best compared isomer or geometry (same formula, charge and spin)**: 67.97 kcal per mole
**Electronic energy**: -63092.0647 eV
**LUMO energy**: 2.563 eV
**HOMO**: -0.2338 Ha